# C5H41NO14S

15 unconnected molecules or ions with the total composition C5H41NO14S in a non-equilibrium geometry (wB97M-V/def2-TZVPD, OMol25).

Output
ΔE to the lowest compared entry with this formula, charge and spin   50.6 kcal per mole
Largest force on an atom   2.5 eV/A
Gap between HOMO and LUMO   8.57 eV
E_HOMO   -8.51 eV
Multiplicity   1

The geometry in XYZ format:
```
62
Properties=species:S:1:pos:R:3:nbo_charge:R:1
C -2.4222 2.5236 -2.9940 -0.613
C -2.0221 1.7052 -1.7530 -0.046
C -0.6953 2.3084 -1.2425 -0.434
C -0.6575 2.5021 0.2503 -0.504
S 0.9495 2.0807 1.1062 0.157
C 1.9252 1.1653 -0.1130 -0.802
N -1.7489 0.2966 -2.0511 -0.870
H -2.5431 3.5837 -2.7066 0.212
H -1.5324 2.5783 -3.6270 0.202
H -3.3297 2.2204 -3.5325 0.212
H -2.9004 1.7851 -1.0783 0.172
H -0.4580 3.2149 -1.8147 0.210
H 0.0662 1.6020 -1.5839 0.220
H -0.7923 3.5701 0.4946 0.219
H -1.4861 2.0140 0.7595 0.218
H 2.4450 1.7680 -0.8458 0.220
H 2.7500 0.6870 0.4305 0.267
H 1.4383 0.3094 -0.5938 0.204
H -1.7399 -0.2256 -1.1816 0.373
H -2.4351 -0.1151 -2.6739 0.367
H -1.6140 -2.9368 4.5364 0.505
H -2.4212 -3.6001 3.5705 0.478
O -1.4896 -3.3667 3.6634 -0.987
H -2.6273 -4.7145 0.9478 0.465
H -2.1717 -3.3612 0.5004 0.488
O -2.9724 -3.8394 0.7583 -0.955
H 4.7551 1.3549 2.3381 0.488
H 5.2003 0.8628 0.8857 0.502
O 4.7277 1.5391 1.3779 -0.975
H -0.9462 -1.3460 0.7261 0.484
H -1.2925 -1.9155 2.1024 0.500
O -1.5780 -1.2507 1.4402 -0.994
H 3.8266 3.0052 0.4923 0.506
H 3.3299 4.5450 0.4181 0.480
O 4.0305 3.9125 0.2267 -0.985
H 3.2261 3.5205 -3.2466 0.480
H 3.6398 3.4050 -1.7737 0.505
O 3.4099 2.8641 -2.5456 -0.991
H -2.7559 0.3316 3.3167 0.511
H -3.9840 -0.0603 4.3427 0.501
O -3.1083 0.3066 4.1991 -0.990
H 4.0234 -0.6993 -1.5046 0.478
H 4.3394 0.7720 -1.7452 0.483
O 4.6492 -0.0158 -1.2569 -0.958
H 1.1654 -3.6030 1.3158 0.477
H 0.2038 -3.7773 2.5472 0.503
O 0.2528 -3.5196 1.6222 -0.981
H 0.4471 -1.7060 -4.6297 0.467
H 1.5558 -2.3495 -3.9197 0.490
O 0.6661 -2.5575 -4.2465 -0.956
H -4.2291 -1.1391 1.2150 0.476
H -3.5318 -1.8501 2.2854 0.478
O -4.1597 -1.1430 2.1675 -0.955
H 1.1824 -0.3547 -2.3429 0.491
H 2.5732 -0.0763 -2.7540 0.472
O 1.9793 -0.8138 -2.6240 -0.959
H -1.7292 -0.7336 5.0358 0.503
H -0.3371 -1.1498 4.5664 0.469
O -0.9317 -1.2288 5.3235 -0.978
H -0.6049 -2.5796 -2.2459 0.509
H -0.6118 -3.5769 -0.9950 0.482
O -0.8987 -2.7284 -1.3408 -0.991
```

# C5H42N3O13

14 unconnected molecules or ions with the total composition C5H42N3O13 in a non-equilibrium geometry (wB97M-V/def2-TZVPD, OMol25).

Output
ΔE to the lowest compared entry with this formula, charge and spin   74.4 kcal per mole
Largest force on an atom   7.6 eV/A
Gap between HOMO and LUMO   9.28 eV
E_HOMO   -11.68 eV
Multiplicity   1
Net charge   +1

The geometry in XYZ format:
```
63
Properties=species:S:1:pos:R:3:nbo_charge:R:1
N -3.1336 -1.5070 -0.3661 -0.715
C -2.2484 -2.6792 -0.7112 -0.274
C -1.2501 -2.2745 -1.7913 -0.237
N -1.0270 -0.7790 -1.5368 -0.699
C 0.3140 -0.5330 -1.0217 -0.269
C 0.3128 0.0033 0.5086 -0.266
N -0.4649 1.2426 0.6229 -0.704
C 0.1257 2.4287 0.1097 -0.412
H -2.8071 -0.6984 -0.7617 0.463
H -4.1052 -1.7530 -0.7216 0.432
H -3.2306 -1.4865 0.7122 0.494
H -1.5084 -2.9542 0.1449 0.250
H -2.7956 -3.6251 -0.9129 0.234
H -0.2649 -2.9470 -1.6697 0.212
H -1.5382 -2.4245 -2.7778 0.200
H -1.0506 -0.2512 -2.4381 0.397
H 1.0721 -1.2435 -0.9676 0.233
H 0.8189 0.2936 -1.5128 0.207
H -0.1144 -0.7493 1.0848 0.213
H 1.3933 0.1403 0.7982 0.186
H -0.6664 1.4023 1.6440 0.404
H 0.9566 2.7638 0.5574 0.179
H -0.6966 3.1658 0.1456 0.191
H 0.1607 2.4700 -0.9682 0.199
H 2.6678 -2.4754 0.9620 0.515
H 2.2972 -3.6764 0.0512 0.471
O 1.9055 -2.9187 0.4637 -0.993
H -2.7485 0.5815 1.7871 0.493
H -1.8287 -0.6578 1.9422 0.487
O -2.7340 -0.3502 2.1392 -0.969
H -0.1056 3.8118 -2.6507 0.488
H 0.1625 2.4172 -3.5046 0.481
O 0.3767 3.3321 -3.2840 -0.962
H -2.2477 0.9165 -0.0507 0.501
H -3.2947 1.9427 0.3032 0.485
O -3.2090 1.0707 -0.0201 -1.009
H -0.1256 -3.0106 1.4738 0.491
H -0.3625 -2.3424 2.7837 0.505
O -0.6239 -2.3754 1.9313 -0.973
H -1.1809 -0.7037 4.2803 0.486
H 0.0750 -0.1363 3.8204 0.501
O -0.2410 -1.0023 4.0744 -0.997
H 0.4531 -1.2616 -4.0225 0.467
H 0.7719 -0.1673 -4.9231 0.477
O 0.5064 -0.3851 -4.1041 -0.937
H 1.3880 -1.1446 2.2879 0.509
H 2.5595 -1.7002 3.2599 0.490
O 2.3541 -1.3445 2.4316 -0.988
H 2.6377 2.3835 1.2930 0.516
H 3.4749 1.9377 2.5071 0.488
O 2.6004 2.2302 2.3046 -0.976
H 1.3879 1.5860 2.8607 0.503
H 0.4741 2.3427 3.6001 0.488
O 0.4844 1.4233 3.2448 -1.020
H 4.0490 -0.0433 -0.4286 0.494
H 3.6895 -0.4613 -1.9050 0.483
O 3.3658 -0.0645 -1.1369 -0.961
H 3.1743 1.9322 -1.0315 0.520
H 3.8339 3.1494 -0.3586 0.497
O 3.1133 2.4388 -0.2215 -0.972
H -1.8986 1.5338 -3.9304 0.450
H -2.7327 1.3940 -2.7593 0.461
O -2.7215 1.7929 -3.6410 -0.907
```

# C5H46O18P

17 unconnected molecules or ions with the total composition C5H46O18P in a non-equilibrium geometry (wB97M-V/def2-TZVPD, OMol25).

Output
Largest force on an atom   1.7 eV/A
Gap between HOMO and LUMO   4.73 eV
E_HOMO   -2.98 eV
Multiplicity   1
Net charge   -1

The geometry in XYZ format:
```
70
Properties=species:S:1:pos:R:3:nbo_charge:R:1
C 0.3891 3.6568 -1.5032 -0.633
C 0.7146 2.5806 -0.4667 -0.717
P 1.9652 1.2872 -1.1704 0.669
C 0.9728 -0.1378 -0.2808 -0.786
C 1.8215 -1.3685 -0.0432 -0.082
O 1.4222 -2.5633 -0.8038 -0.589
C 1.6972 -2.5875 -2.1175 0.673
O 2.8170 -2.5959 -2.6021 -0.616
H 0.8068 4.6176 -1.2150 0.188
H -0.6825 3.7663 -1.6619 0.199
H 0.8357 3.3799 -2.4613 0.200
H 1.1211 3.0502 0.4276 0.191
H -0.1898 2.0697 -0.1614 0.191
H 2.8455 1.3302 0.0444 -0.243
H 2.8511 0.2990 -1.8129 -0.182
H 1.0697 1.1867 -2.3497 -0.212
H 2.7613 2.3630 -1.7836 -0.175
H 0.6201 0.2023 0.6885 0.203
H 0.1051 -0.3866 -0.8883 0.209
H 2.8831 -1.1564 -0.1663 0.193
H 1.6795 -1.6938 0.9805 0.180
H 0.8225 -2.6790 -2.7678 0.131
O 3.2622 4.5099 -0.1191 -0.949
H 3.9853 3.8913 -0.2552 0.476
H 3.4169 4.8970 0.7507 0.470
O 1.4788 -3.1383 2.8888 -0.955
H 0.9235 -3.4991 3.5880 0.465
H 1.7244 -3.9046 2.3577 0.498
O -1.8317 2.6832 1.5413 -0.930
H -2.0388 3.5139 1.9789 0.468
H -2.4155 2.0430 1.9625 0.464
O 3.6867 -5.4202 -3.6696 -0.957
H 4.3833 -5.7302 -3.0836 0.458
H 3.6206 -4.4746 -3.4773 0.499
O -0.4454 -0.7932 3.0580 -0.973
H 0.0375 -0.0401 3.4129 0.476
H 0.1994 -1.5134 3.0621 0.495
O 4.7598 6.1504 1.7760 -0.943
H 4.7153 6.8958 1.1698 0.477
H 5.1838 6.4924 2.5673 0.469
O -3.3267 0.5572 3.3460 -0.997
H -2.4112 0.3421 3.1189 0.495
H -3.6563 -0.2427 3.7755 0.499
O -1.3493 -1.8013 -2.4276 -0.953
H -1.0237 -2.3192 -1.6735 0.485
H -2.2835 -2.0201 -2.4738 0.468
O 6.3415 -4.1909 -5.2253 -0.949
H 6.1470 -3.2626 -5.0660 0.472
H 5.7632 -4.6577 -4.6121 0.473
O 1.9262 -5.5791 0.3484 -0.964
H 2.4330 -6.0879 -0.2892 0.473
H 1.4746 -4.9133 -0.1860 0.489
O -1.8430 -3.8823 -0.5212 -0.950
H -2.3048 -3.9419 0.3208 0.476
H -1.5814 -4.7867 -0.7171 0.478
O -5.1282 2.6377 1.5266 -0.965
H -4.8686 1.9424 2.1466 0.484
H -4.5318 2.5139 0.7792 0.483
O -2.6034 5.0962 -2.1791 -0.924
H -2.1351 5.9318 -2.2575 0.468
H -3.5313 5.3198 -2.2951 0.459
O -3.6137 -0.7007 -0.5542 -0.957
H -3.0825 0.1037 -0.5326 0.485
H -2.9617 -1.3907 -0.4007 0.471
O -4.9974 -0.6708 5.2924 -0.950
H -5.1922 0.1586 5.7377 0.480
H -5.5940 -1.3128 5.6850 0.475
O -7.0932 0.0937 0.6968 -0.958
H -6.6204 0.8520 1.0616 0.481
H -6.4329 -0.6056 0.6860 0.472
```

# C5H4AgO7

A molecular structure, C5H4AgO7 in a non-equilibrium geometry (wB97M-V/def2-TZVPD, OMol25).

Output
ΔE to the lowest compared entry with this formula, charge and spin   1.2 kcal per mole
Largest force on an atom   2.8 eV/A
Gap between HOMO and LUMO   5.81 eV
E_HOMO   -3.62 eV
Multiplicity   1
Net charge   -1

The geometry in XYZ format:
```
17
Properties=species:S:1:pos:R:3:nbo_charge:R:1
O 0.6087 0.5667 -0.4743 -0.902
C 1.0572 -0.6206 -0.4127 0.639
O 0.5846 -1.6120 -0.9821 -0.699
O 2.9881 0.3941 0.6653 -0.883
O 3.2527 -1.7114 -0.0432 -0.698
C 2.6110 -0.6686 0.0961 0.659
Ag 1.4806 2.0521 0.9704 0.880
O -0.3335 1.8737 2.8426 -0.525
C -1.7193 2.1387 2.5649 -0.102
C -2.4245 0.9956 3.2930 -0.102
O -1.4179 0.5193 4.1985 -0.481
C -0.2157 0.9389 3.8199 0.976
H -1.9643 3.1270 2.9720 0.179
H -1.8677 2.1305 1.4822 0.222
H -2.7040 0.1738 2.6229 0.205
H -3.2936 1.3203 3.8721 0.194
O 0.8046 0.7734 4.4295 -0.562
```

# C5H4Br2N2O

C5H4Br2N2O in the gas phase in a non-equilibrium geometry (wB97M-V/def2-TZVPD, OMol25).

Output
ΔE to the lowest compared entry with this formula, charge and spin   0.4 kcal per mole
Largest force on an atom   3.9 eV/A
Gap between HOMO and LUMO   9.12 eV
E_HOMO   -9.68 eV
Multiplicity   1

The geometry in XYZ format:
```
14
Properties=species:S:1:pos:R:3:nbo_charge:R:1
C 0.9338 -1.2840 0.3115 0.076
C 1.6360 -0.1013 -0.1589 0.105
C -0.9314 0.7062 1.3244 0.403
C -0.4372 0.6379 -1.1148 -0.256
C -1.0612 -0.1890 0.1308 -0.049
N -0.3378 -1.3806 0.1669 -0.401
N 1.0286 0.7012 -0.9140 -0.372
O 0.0532 0.6808 2.0076 -0.479
Br 3.4990 -0.1035 -0.2197 0.095
Br -2.9463 -0.4328 -0.2731 0.031
H 1.5473 -2.1648 0.6354 0.218
H -1.8111 1.3486 1.4800 0.149
H -0.3307 0.0128 -1.9883 0.243
H -0.8421 1.5685 -1.3876 0.236
```

# C5H4Br2O

A molecular structure, C5H4Br2O in a non-equilibrium geometry (wB97M-V/def2-TZVPD, OMol25).

Output
ΔE to the lowest compared entry with this formula, charge and spin   84.2 kcal per mole
Largest force on an atom   1.5 eV/A
Gap between HOMO and LUMO (alpha / beta)   8.35 / 8.25 eV
E_HOMO (alpha / beta)   -8.75 / -8.23 eV
Multiplicity   1

The geometry in XYZ format:
```
12
Properties=species:S:1:pos:R:3:nbo_charge:R:1
C 0.1291 -1.3439 0.8817 -0.361
C -0.8486 -1.0678 -0.1692 -0.287
C 0.9518 -0.5321 1.4680 -0.036
C -0.8842 -0.1295 -1.1181 0.156
C 0.5191 1.6612 -0.4170 0.061
O -0.0420 0.9241 -1.4002 -0.544
Br -0.6385 2.9434 0.4246 0.059
Br 2.2236 2.3189 -0.8651 0.112
H 0.1142 -2.3995 1.1810 0.220
H -1.6479 -1.7929 -0.2290 0.226
H 1.7626 -0.4081 2.1355 0.196
H -1.6391 -0.1738 -1.8923 0.198
```